Record 1
Density functional theory data (ωB97M-V with the def2-TZVPD basis set) for 2 unconnected molecules or ions with the total composition C4H10O3.

Geometry as XYZ:
```
17
Properties=species:S:1:pos:R:3:forces:R:3
C 0.673 0.938 -1.402 -0.2 0.5 0.0
C -0.661 0.846 -0.659 -0.2 -0.3 -0.5
C -0.491 0.203 0.720 -0.1 0.2 0.0
C -1.803 -0.260 1.282 0.1 0.0 0.3
O -2.517 0.339 2.045 0.1 0.1 -0.2
O -2.123 -1.490 0.830 -0.2 -0.1 -0.1
H 1.095 -0.032 -1.632 0.0 -0.3 0.1
H 1.386 1.496 -0.790 0.1 -0.1 -0.1
H 0.558 1.480 -2.345 0.0 0.0 0.1
H -1.403 0.289 -1.251 0.3 -0.1 0.1
H -1.085 1.841 -0.566 0.0 0.2 0.2
H 0.176 -0.647 0.637 0.1 -0.2 0.0
H -0.063 0.925 1.410 0.0 0.0 0.1
H -2.991 -1.694 1.212 0.0 -0.1 0.0
O 2.751 -1.618 0.111 0.2 0.2 -0.2
H 3.328 -1.213 -0.554 -0.2 -0.2 0.2
H 3.169 -1.404 0.952 0.0 0.0 0.0
```
Forces are in eV/Å.

The value obtained for the molecular weight is 106.12 g mol⁻¹. The energy above the lowest of the compared OMol25 structures with the same formula, charge and spin comes out at 1.0 kcal/mol. The HOMO-LUMO gap comes out at 10.977 eV. As for the structure (SMILES): CCCC(=O)O.O. The value obtained for the highest occupied orbital energy is -10.297 eV. As for the electronic energy: -10453.20090 eV.

natural (NBO) atomic charge list, values in e, 4 entries: -0.602 -0.381 -0.518 0.798

=====

Record 2
Density functional theory data (ωB97M-V with the def2-TZVPD basis set) for 3 unconnected molecules or ions with the total composition C4H10O3.

Geometry as XYZ:
```
17
Properties=species:S:1:pos:R:3:forces:R:3
C 1.530 -0.870 -1.781 -0.7 -0.2 0.9
C 1.414 -0.455 -0.516 0.4 -0.1 -0.9
C 1.006 0.896 -0.168 -0.7 0.4 1.4
C 1.146 1.380 1.095 0.5 -0.5 -1.0
O 0.407 1.602 -1.152 0.8 0.0 -0.6
H 1.159 -0.261 -2.591 0.1 -0.1 -0.2
H 1.856 -1.892 -1.919 0.2 0.1 -0.5
H 1.851 -1.060 0.267 -0.3 0.0 0.2
H 1.300 2.436 1.268 -0.7 0.1 0.3
H 1.341 0.638 1.858 0.6 0.3 0.1
H 0.280 2.508 -0.859 -0.1 0.1 0.1
O -1.602 0.074 1.586 0.2 0.2 0.2
H -0.817 0.630 1.417 -0.2 -0.2 -0.1
H -1.538 -0.148 2.521 -0.1 0.0 0.0
O -2.534 -2.255 0.160 0.0 -0.2 -0.1
H -2.153 -1.475 0.588 0.0 0.1 0.1
H -3.038 -2.715 0.839 0.1 0.1 0.0
```
Forces are in eV/Å.

The value obtained for the molecular weight is 106.12 g mol⁻¹. The energy above the lowest of the compared OMol25 structures with the same formula, charge and spin comes out at 47.8 kcal/mol. The HOMO-LUMO gap comes out at 9.361 eV. As for the structure (SMILES): C=CC(=C)O.O.O. The value obtained for the highest occupied orbital energy is -8.897 eV. As for the electronic energy: -10451.16957 eV.

natural (NBO) atomic charge list, values in e, 4 entries: -0.327 -0.267 0.337 -0.614

=====

Record 3
Density functional theory data (ωB97M-V with the def2-TZVPD basis set) for C4H10O3 in the gas phase.

Geometry as XYZ:
```
17
Properties=species:S:1:pos:R:3:forces:R:3
C -0.883 -2.465 0.588 0.1 -0.2 0.0
O -1.013 -1.184 0.011 -0.1 0.0 -0.1
C 0.135 -0.525 -0.533 0.1 0.1 -0.1
C -0.222 0.960 -0.373 0.1 0.0 -0.2
O -0.561 1.114 0.995 -0.2 0.0 0.1
C 0.848 2.012 -0.652 -0.2 -0.1 -0.3
O 1.962 1.870 0.198 0.0 -0.1 0.3
H -1.902 -2.830 0.756 0.2 0.1 -0.1
H -0.368 -2.435 1.561 0.0 0.1 -0.2
H -0.367 -3.172 -0.072 0.0 0.1 0.0
H 1.053 -0.733 0.036 -0.2 -0.1 0.0
H 0.276 -0.837 -1.576 0.0 0.2 0.1
H -1.090 1.179 -1.015 0.1 0.0 0.1
H -1.032 0.283 1.186 0.0 0.4 0.2
H 0.367 2.995 -0.510 0.1 -0.2 0.0
H 1.212 1.977 -1.685 -0.1 -0.2 0.1
H 1.584 1.793 1.086 0.2 0.0 -0.1
```
Forces are in eV/Å.

The value obtained for the molecular weight is 106.12 g mol⁻¹. The energy above the lowest of the compared OMol25 structures with the same formula, charge and spin comes out at 36.6 kcal/mol. The HOMO-LUMO gap comes out at 11.108 eV. As for the structure (SMILES): COC[C@@H](O)CO. The value obtained for the highest occupied orbital energy is -10.242 eV. As for the electronic energy: -10451.65765 eV.

natural (NBO) atomic charge list, values in e, 4 entries: -0.244 -0.571 -0.093 0.050

=====

Record 4
Density functional theory data (ωB97M-V with the def2-TZVPD basis set) for 2 unconnected molecules or ions with the total composition C4H10O3.

Geometry as XYZ:
```
17
Properties=species:S:1:pos:R:3:forces:R:3
C 2.748 0.804 -0.011 -0.3 -0.2 0.5
C 1.908 -0.192 -0.734 2.3 -2.4 -0.7
O 1.926 -1.436 -0.503 1.0 2.0 -1.1
H 2.237 1.767 0.047 0.0 -0.1 0.0
H 2.995 0.442 0.988 0.0 0.1 -0.1
H 3.674 0.939 -0.583 -0.2 0.0 -0.1
H 1.520 0.150 -1.706 -0.6 0.0 0.3
C -2.668 -0.739 0.347 0.3 0.1 -0.1
C -1.885 0.547 0.134 0.1 -0.2 0.2
O -0.554 0.341 -0.326 -0.2 -0.3 -0.7
O 0.176 -0.432 0.616 -0.1 -1.3 0.8
H -3.708 -0.492 0.557 0.0 -0.1 0.0
H -2.601 -1.383 -0.533 -0.2 0.2 -0.1
H -2.247 -1.308 1.174 -0.1 0.1 0.1
H -1.859 1.153 1.047 0.0 -0.1 0.0
H -2.319 1.160 -0.661 0.0 -0.1 0.0
H 0.659 -1.324 0.148 -2.2 2.5 0.9
```
Forces are in eV/Å.

The value obtained for the molecular weight is 106.12 g mol⁻¹. The energy above the lowest of the compared OMol25 structures with the same formula, charge and spin comes out at 121.5 kcal/mol. The HOMO-LUMO gap comes out at 10.311 eV. As for the structure (SMILES): CC=O.CCOO. The value obtained for the highest occupied orbital energy is -9.643 eV. As for the electronic energy: -10447.97492 eV.

natural (NBO) atomic charge list, values in e, 4 entries: -0.720 0.534 -0.665 0.239

=====

Record 5
Density functional theory data (ωB97M-V with the def2-TZVPD basis set) for 2 unconnected molecules or ions with the total composition C4H10O3S.

Geometry as XYZ:
```
18
Properties=species:S:1:pos:R:3:forces:R:3
O -0.974 -0.038 2.352 0.2 -0.2 0.2
C 0.115 -0.063 1.832 0.9 0.0 0.8
O 1.124 -0.804 2.342 -0.1 0.3 -0.4
C 0.528 0.656 0.608 0.6 0.2 -2.0
C 0.825 -0.374 -0.542 0.1 0.3 -0.8
C 0.330 0.161 -1.900 0.7 0.1 -0.2
S 1.200 -0.471 -3.403 -0.1 1.0 0.2
H 0.793 -1.281 3.111 -0.2 -0.1 0.2
H -0.263 1.330 0.249 0.2 -0.2 0.5
H 1.486 1.209 0.657 -0.7 -0.1 0.8
H 0.311 -1.313 -0.336 0.3 -0.2 -0.1
H 1.915 -0.525 -0.691 -0.6 -0.2 0.6
H -0.711 0.023 -2.063 -1.0 -0.4 0.2
H 0.456 1.240 -1.948 0.3 0.1 -0.1
H 1.305 -1.737 -3.081 -0.1 -0.8 0.4
O -2.768 0.965 0.697 0.6 0.2 -0.1
H -3.546 0.420 0.768 -0.4 -0.2 0.1
H -2.123 0.603 1.347 -0.6 0.2 -0.3
```
Forces are in eV/Å.

The value obtained for the molecular weight is 138.19 g mol⁻¹. The energy above the lowest of the compared OMol25 structures with the same formula, charge and spin comes out at 4.2 kcal/mol. The HOMO-LUMO gap comes out at 9.754 eV. As for the structure (SMILES): O=C(O)CCCS.O. The value obtained for the highest occupied orbital energy is -9.223 eV. As for the electronic energy: -21288.20640 eV.

natural (NBO) atomic charge list, values in e, 4 entries: -0.610 0.819 -0.675 -0.540

=====

Record 6
Density functional theory data (ωB97M-V with the def2-TZVPD basis set) for 2 unconnected molecules or ions with the total composition C4H10O3S.

Geometry as XYZ:
```
18
Properties=species:S:1:pos:R:3:forces:R:3
O -1.013 0.962 2.089 -0.7 0.0 0.1
C -0.409 0.292 1.305 2.5 -0.1 1.0
O 0.380 -0.772 1.702 -0.9 0.3 0.0
C -0.228 0.551 -0.151 -1.1 -0.6 -1.2
C 0.270 -0.703 -0.894 0.6 -0.4 1.1
C 0.356 -0.536 -2.417 1.7 0.3 1.1
S 1.122 -2.002 -3.177 -0.4 -0.8 0.9
H 0.202 -0.988 2.631 0.0 0.3 -0.1
H -1.223 0.880 -0.415 -0.6 -0.3 -0.6
H 0.323 1.421 -0.480 0.7 0.3 0.8
H -0.341 -1.559 -0.519 0.4 0.4 -0.8
H 1.278 -0.870 -0.435 -0.6 -0.2 -0.8
H -0.616 -0.298 -2.769 -0.7 0.2 -0.8
H 1.108 0.260 -2.592 -0.9 0.0 -0.1
H 1.395 -1.555 -4.384 0.0 0.5 -0.5
O -1.467 3.672 4.285 0.0 -2.4 0.5
H -1.383 2.860 4.861 0.1 1.6 -0.1
H -1.650 3.145 3.490 0.0 0.7 -0.4
```
Forces are in eV/Å.

The value obtained for the molecular weight is 138.19 g mol⁻¹. The energy above the lowest of the compared OMol25 structures with the same formula, charge and spin comes out at 13.6 kcal/mol. The HOMO-LUMO gap comes out at 9.781 eV. As for the structure (SMILES): O=C(O)CCCS.O. The value obtained for the highest occupied orbital energy is -9.305 eV. As for the electronic energy: -21287.79917 eV.

natural (NBO) atomic charge list, values in e, 4 entries: -0.592 0.812 -0.704 -0.531

=====

highest occupied orbital energy of number 4 (C4H10O3)?
-9.643 eV

=====

Among the records above, which one has the lowest highest occupied orbital energy?
number 1

=====

Look up the electronic energy of the sixth one.
-21287.79917 eV